This record from the Open Molecules 2025 dataset describes C5H8O2 in the gas phase. The level of theory is ωB97M-V/def2-TZVPD.

Geometry as XYZ:
```
15
Properties=species:S:1:pos:R:3:forces:R:3
C -2.1946 0.1450 -0.2670 -0.1 0.0 0.1
C -0.9601 -0.7524 -0.3001 0.1 -0.1 0.1
C 0.3506 0.0009 -0.5701 0.0 -0.1 0.0
C 1.2202 0.1202 0.6754 -0.2 -0.1 0.1
O 0.8293 -0.0982 1.8009 -0.1 0.0 -0.4
C 2.7071 0.5098 0.6458 0.4 0.0 -0.2
O 3.4658 0.3831 -0.2787 -0.5 0.1 0.2
H -2.1821 0.7631 0.6358 -0.1 0.0 -0.1
H -3.0992 -0.4675 -0.2477 0.0 0.1 0.1
H -2.2705 0.8254 -1.1287 0.1 -0.3 0.1
H -1.1077 -1.5797 -1.0108 0.2 0.4 0.0
H -0.8135 -1.2169 0.6762 -0.4 -0.1 0.0
H 0.8923 -0.4943 -1.3796 0.3 0.2 0.2
H 0.1389 1.0276 -0.9117 0.2 -0.2 0.0
H 3.0232 0.8340 1.6603 0.1 0.0 -0.2
```
Forces are in eV/Å.

As for the SMILES: CCCC(=O)C=O. Its LUMO energy is -0.309 eV. For the frontier orbital gap, the calculation gives 9.60 eV. For the energy above the lowest of the compared OMol25 structures with the same formula, charge and spin, the calculation gives 23.3 kcal per mole.



This record from the Open Molecules 2025 dataset describes C18H17NO2 in the gas phase. The level of theory is ωB97M-V/def2-TZVPD.

Geometry as XYZ:
```
38
Properties=species:S:1:pos:R:3:forces:R:3
O -4.1977 -2.3258 0.7314 -0.1 -0.1 0.1
C -3.8191 -1.3522 0.1094 0.0 0.0 -0.1
N -2.6355 -1.3201 -0.5486 0.3 0.1 -0.2
C -1.6580 -2.3834 -0.4349 -0.3 -0.3 -0.1
C -0.4062 -1.8670 0.0868 0.5 0.2 0.3
C 0.5962 -1.3712 0.5192 -0.3 -0.2 -0.2
C 1.8129 -0.7564 1.0147 0.4 0.0 0.2
O 1.8824 0.5739 0.5322 -0.2 -0.1 -0.1
C 3.0539 1.2451 0.9310 0.1 0.3 0.1
C 4.3106 0.7054 0.2899 -0.1 -0.1 0.1
C 5.4949 0.6076 1.0069 -0.1 0.0 0.0
C 6.6407 0.1229 0.4002 0.1 0.0 0.0
C 6.6091 -0.2791 -0.9242 0.1 0.0 0.0
C 5.4284 -0.1909 -1.6427 0.0 0.0 -0.1
C 4.2861 0.3031 -1.0399 0.0 0.0 0.0
C -4.6393 -0.1127 -0.0309 -0.2 0.2 0.1
C -6.0232 -0.2441 -0.0856 0.1 -0.1 0.0
C -6.8270 0.8742 -0.2046 0.0 0.0 0.0
C -6.2552 2.1351 -0.2527 0.0 0.1 0.0
C -4.8794 2.2743 -0.1731 0.0 0.1 0.0
C -4.0706 1.1568 -0.0648 0.0 -0.2 0.0
H -2.3528 -0.4876 -1.0401 -0.1 -0.1 0.1
H -2.0812 -3.1276 0.2485 0.1 0.1 -0.2
H -1.4875 -2.8497 -1.4142 -0.1 0.0 0.2
H 2.6840 -1.3393 0.6728 -0.1 0.1 0.1
H 1.8060 -0.7585 2.1187 0.1 0.0 -0.2
H 3.1539 1.2247 2.0281 0.0 0.0 -0.1
H 2.8992 2.2839 0.6186 0.0 -0.1 0.1
H 5.5210 0.9153 2.0430 0.0 0.0 0.1
H 7.5589 0.0539 0.9649 0.1 0.0 0.0
H 7.5025 -0.6618 -1.3949 0.1 0.0 0.0
H 5.3984 -0.5049 -2.6758 0.0 0.0 -0.1
H 3.3597 0.3750 -1.5913 -0.1 0.0 -0.1
H -6.4505 -1.2342 -0.0336 0.0 -0.1 0.0
H -7.9001 0.7644 -0.2552 -0.1 0.0 0.0
H -6.8813 3.0106 -0.3424 0.0 0.1 0.0
H -4.4340 3.2583 -0.1925 0.0 0.1 0.0
H -3.0004 1.2818 0.0257 0.1 0.0 0.0
```
Forces are in eV/Å.

As for the SMILES: O=C(NCC#CCOCc1ccccc1)c1ccccc1. Its LUMO energy is 0.744 eV. For the frontier orbital gap, the calculation gives 10.11 eV. For the energy above the lowest of the compared OMol25 structures with the same formula, charge and spin, the calculation gives 62.6 kcal per mole.



This record from the Open Molecules 2025 dataset describes 3 unconnected molecules or ions with the total composition C9H11O3S in a non-equilibrium geometry. The level of theory is ωB97M-V/def2-TZVPD.

Geometry as XYZ:
```
24
Properties=species:S:1:pos:R:3:forces:R:3
C -1.4399 0.8445 -1.2851 -0.5 -2.1 0.8
C -0.9997 1.0979 -2.5470 0.6 1.1 2.4
C -0.9484 1.4325 -0.0388 -0.9 -0.3 -1.0
C 0.0708 2.0111 -2.6608 0.1 0.6 3.4
C 2.5429 -2.2939 -1.6450 0.2 -0.9 0.1
C -0.0817 2.4455 0.0359 3.5 0.6 -5.2
C 0.7133 2.6718 -1.6098 -5.1 -1.3 1.9
C 1.7515 3.6407 -1.9366 0.9 1.9 3.9
C 0.2848 -4.8310 3.3851 -1.5 -0.1 0.6
O 1.8701 -2.3731 -2.5723 -0.9 0.4 -1.1
O 3.2450 -2.3517 -0.7398 0.7 0.5 1.0
O 0.2687 -4.1424 6.0148 -1.6 2.0 1.5
S 0.9565 -5.0670 5.0635 2.0 -2.4 -1.7
H -2.1126 -0.0507 -1.1493 0.4 1.3 -0.1
H -1.4418 0.7118 -3.4210 -0.4 -0.7 -0.7
H -1.4046 1.0514 0.8545 -0.2 -0.1 0.4
H 0.3342 2.2424 -3.6176 1.3 0.7 -2.5
H 0.3182 2.9893 0.9032 -0.3 -0.5 -0.5
H 1.5191 4.7466 -1.6663 0.0 -1.8 -0.5
H 2.0602 3.6191 -2.9519 0.6 -0.3 -0.7
H 2.5103 3.3646 -1.1308 0.2 0.7 -1.6
H 0.2447 -3.7863 3.1816 0.8 1.2 -0.6
H -0.8122 -5.0189 3.3280 0.4 -0.7 0.1
H 0.8318 -5.4219 2.6480 0.0 0.1 0.1
```
Forces are in eV/Å.

As for the charge: -1. Its LUMO energy is 2.150 eV. For the frontier orbital gap, the calculation gives 3.09 eV. For the energy above the lowest of the compared OMol25 structures with the same formula, charge and spin, the calculation gives 45.1 kcal per mole.



This record from the Open Molecules 2025 dataset describes 11 unconnected molecules or ions with the total composition C19H43Cl21O16P4 in a non-equilibrium geometry. The level of theory is ωB97M-V/def2-TZVPD.

Geometry as XYZ:
```
103
Properties=species:S:1:pos:R:3:forces:R:3
C -3.4766 -1.3324 4.0125 -0.3 0.1 0.3
O -2.7968 -2.5484 3.6822 -0.2 0.1 0.0
P -1.6255 -2.5500 2.6359 -0.3 0.0 -0.2
O -0.4201 -1.8051 2.9902 0.2 0.2 -0.2
O -1.3923 -4.0727 2.3820 0.4 -0.3 0.1
C -2.4404 -4.9061 1.8680 -0.1 -0.6 0.1
O -2.3804 -2.0683 1.3275 -0.4 0.7 0.1
C -1.6678 -1.8430 0.1251 0.6 -0.4 -0.8
H -3.0507 -0.4594 3.5209 0.1 0.0 0.0
H -3.4343 -1.2068 5.0922 0.2 0.1 0.0
H -4.5261 -1.4218 3.7335 0.1 -0.1 -0.2
H -2.1125 -5.3328 0.9206 0.0 0.1 0.0
H -3.3866 -4.3840 1.7437 0.1 0.2 0.0
H -2.5965 -5.7140 2.5825 0.1 0.0 0.0
H -1.7573 -2.7172 -0.5282 -0.1 0.0 0.1
H -0.6007 -1.6793 0.2895 -0.1 0.1 0.3
H -2.0481 -0.9851 -0.4229 -0.2 0.1 0.3
C 0.8131 -9.0287 -1.7513 -0.4 -0.4 0.1
O 0.9932 -7.6153 -1.6407 0.3 0.0 -0.1
P -0.1573 -6.6349 -2.0708 -0.4 -0.3 -0.1
O -1.4256 -6.8029 -1.3555 0.0 0.1 0.1
O -0.2415 -6.8395 -3.6343 0.2 0.0 0.0
C -1.1641 -6.0330 -4.3559 -1.0 0.3 -0.3
O 0.5103 -5.2204 -1.9452 0.5 0.1 0.1
C 0.8059 -4.7372 -0.6222 -0.4 0.2 0.1
H 1.6471 -9.4471 -2.3073 0.1 0.1 0.0
H -0.1231 -9.2794 -2.2529 0.1 0.1 -0.1
H 0.7629 -9.4715 -0.7575 0.2 0.1 0.0
H -1.9184 -5.5688 -3.7110 0.3 0.0 0.2
H -1.7469 -6.6513 -5.0396 0.4 -0.2 -0.1
H -0.6545 -5.2442 -4.9072 0.2 -0.1 0.0
H 0.1339 -3.9001 -0.4424 0.1 0.0 0.2
H 1.8416 -4.4157 -0.5617 0.0 0.0 -0.2
H 0.6358 -5.5047 0.1335 0.0 0.0 0.0
C 1.9338 -1.0672 -0.5711 0.1 -0.5 0.3
O 1.6918 0.0345 0.3224 0.1 -0.1 -0.1
P 0.5596 1.0865 0.0000 0.0 0.1 0.3
O -0.3006 0.7479 -1.1405 -0.1 -0.1 -0.3
O 1.3085 2.4711 -0.1448 -0.1 -0.1 -0.1
C 1.9840 2.7785 -1.3676 0.1 0.6 -0.3
O -0.1327 1.2269 1.3953 -0.2 0.0 -0.2
C -1.3781 1.9570 1.4889 0.2 0.1 0.3
H 3.0032 -1.1258 -0.7566 -0.1 0.2 -0.2
H 1.3657 -0.9676 -1.4882 0.0 0.1 -0.1
H 1.6610 -1.9961 -0.0656 -0.1 0.1 0.0
H 1.6385 3.7562 -1.7013 -0.1 0.0 0.1
H 1.7682 2.0742 -2.1725 0.0 -0.2 0.2
H 3.0532 2.8542 -1.1762 0.0 -0.2 0.0
H -1.7005 2.3868 0.5449 0.0 -0.2 -0.1
H -1.2243 2.7805 2.1796 0.0 -0.1 0.0
H -2.1158 1.2675 1.8892 -0.1 0.0 -0.1
C -1.6813 3.5776 -2.2617 -0.8 -0.9 0.6
O -1.1114 4.8219 -1.8780 0.0 -0.2 0.0
P -1.6388 5.6003 -0.5981 0.2 -0.1 -0.3
O -2.4200 4.8000 0.3476 -0.1 -0.3 0.2
O -0.3346 6.2647 -0.0495 0.2 0.4 0.1
C 0.3968 5.5852 0.9802 0.3 -0.5 0.1
O -2.3799 6.8518 -1.1765 -0.1 0.7 0.1
C -3.7513 6.7534 -1.5501 -0.4 -0.2 -0.4
H -2.5029 3.6828 -2.9747 0.3 0.3 -0.3
H -2.1387 3.0726 -1.4052 0.2 0.2 0.1
H -0.9185 2.9033 -2.6327 0.2 0.3 -0.1
H 1.3946 6.0131 1.0266 -0.1 0.3 0.0
H 0.5282 4.5234 0.7544 -0.2 0.1 0.0
H -0.1080 5.6923 1.9385 0.0 0.0 0.0
H -4.1339 5.7435 -1.3943 0.0 0.0 0.1
H -3.8431 7.0079 -2.6063 0.1 0.0 0.0
H -4.3669 7.4485 -0.9832 0.2 0.0 0.2
Cl -1.4751 -0.5165 -5.5090 0.1 0.0 -0.1
C -0.6378 -0.6909 -3.9654 -0.4 -0.1 0.3
Cl 1.0270 -0.1655 -4.0499 0.2 0.1 -0.2
Cl -0.7272 -2.3633 -3.3810 0.0 0.0 0.0
H -1.1608 -0.0743 -3.2454 0.2 0.1 0.1
Cl -1.2091 1.7642 5.1878 -0.1 0.0 -0.1
C 0.1640 0.6506 5.1850 0.3 0.1 -0.1
Cl -0.2327 -0.8456 5.9901 -0.1 -0.2 0.2
Cl 1.5598 1.4254 5.9391 0.0 -0.1 0.2
H 0.4292 0.4244 4.1578 -0.2 0.0 -0.1
Cl -2.7910 4.3583 3.6591 0.0 0.0 0.1
C -3.6102 5.8181 3.1188 0.0 0.1 -0.1
Cl -3.7474 6.9812 4.4444 0.0 0.0 0.0
Cl -5.1872 5.4422 2.4277 0.0 0.0 0.1
H -3.0201 6.2725 2.3349 0.1 -0.1 0.0
Cl 7.6160 1.0615 0.6778 0.2 0.0 0.1
C 7.2094 0.0656 -0.7108 -0.2 0.0 0.2
Cl 8.0082 0.6490 -2.1578 0.0 0.0 -0.2
Cl 5.4502 0.0201 -0.9229 0.0 0.0 -0.1
H 7.5293 -0.9479 -0.5133 0.1 0.0 0.0
Cl 4.8193 1.6511 3.8971 0.0 -0.2 -0.1
C 3.8467 1.9253 2.4505 -0.1 0.4 0.1
Cl 4.7413 2.9375 1.3080 -0.1 0.0 0.0
Cl 2.3220 2.7133 2.8863 0.1 0.0 0.0
H 3.6204 0.9851 1.9620 0.0 -0.1 0.1
Cl 4.0782 -1.8869 1.7752 0.2 0.0 0.0
C 2.7339 -2.3210 2.8280 -0.2 0.0 0.5
Cl 3.2732 -2.4693 4.5092 0.0 0.0 -0.1
Cl 1.9555 -3.8113 2.3062 0.1 0.0 -0.1
H 1.9892 -1.5332 2.8048 -0.1 0.0 -0.2
Cl 2.6177 2.7864 -5.5922 0.2 -0.1 -0.1
C 1.2705 3.8886 -5.4845 -0.3 0.7 0.3
Cl 1.5050 5.0776 -4.1833 0.0 -0.1 0.0
Cl -0.2590 3.0409 -5.2682 0.1 -0.1 -0.2
H 1.1859 4.5005 -6.3717 0.1 -0.3 -0.3
```
Forces are in eV/Å.

As for the SMILES: COP(=O)(OC)OC.COP(=O)(OC)OC.COP(=O)(OC)OC.COP(=O)(OC)OC.ClC(Cl)Cl.ClC(Cl)Cl.ClC(Cl)Cl.ClC(Cl)Cl.ClC(Cl)Cl.ClC(Cl)Cl.ClC(Cl)Cl. Its LUMO energy is 0.280 eV. For the frontier orbital gap, the calculation gives 10.85 eV. For the energy above the lowest of the compared OMol25 structures with the same formula, charge and spin, the calculation gives 0.0 kcal per mole.



Question: LUMO energy of number 1 (C5H8O2)?
Answer: -0.309 eV